a) DFT (ωB97M-V/def2-TZVPD) results for a 2-piece molecular cluster, C5H14S overall.

Charge: 0
Structure (SMILES): CCC.CCS
LUMO (eV): -0.61
HOMO (eV): -8.605
Kohn-Sham gap (eV): 7.99

Last column: Löwdin charge in e.
Positions of all 20 atoms, in Å:
C 0.7223 -1.0252 -0.7918  -0.1441
C -0.4429 -1.9185 -0.3805  -0.3204
C -1.6892 -2.1032 -1.3675  -0.1230
H 1.0910 -1.2145 -1.8088  0.0726
H 0.4341 -0.0409 -0.8023  -0.0249
H 1.7208 -1.1371 -0.3008  0.0860
H -0.2785 -2.8916 0.0395  0.0753
H -1.0077 -1.4935 0.5311  0.0587
H -2.4551 -2.5035 -0.6362  0.0688
H -1.6012 -2.8818 -2.2070  0.0772
H -1.8872 -1.0586 -1.7152  0.0683
C 1.5920 2.1085 0.6114  -0.1978
C 0.4417 2.4773 1.4805  -0.5362
S -0.8802 1.1400 1.4624  0.5885
H 2.2742 1.3180 1.0250  0.0834
H 1.2387 1.7711 -0.3638  0.0505
H 2.4076 2.9596 0.4609  0.1271
H -0.1677 3.1345 0.8535  0.0404
H 0.5395 2.9387 2.4566  0.0693
H -2.0521 0.4207 1.4529  -0.1194


b) DFT (ωB97M-V/def2-TZVPD) results for a 2-piece molecular cluster, C5H14S overall.

Charge: 0
Structure (SMILES): CCSC.CC
LUMO (eV): 0.98
HOMO (eV): -8.320
Kohn-Sham gap (eV): 9.30

Last column: Löwdin charge in e.
Positions of all 20 atoms, in Å:
C -1.7440 -0.8314 2.6001  -0.1978
C -2.3068 -1.0118 1.1852  -0.5459
S -1.9981 0.5692 0.3256  0.8060
C -1.4529 0.2977 -1.3003  -0.4718
H -1.8587 -1.6294 3.2751  0.0332
H -2.4117 0.0937 2.9471  0.1033
H -0.6443 -0.5941 2.6875  0.0777
H -1.8914 -1.8516 0.6020  0.0770
H -3.3386 -1.2072 1.2032  0.0369
H -0.3743 0.5748 -1.2499  -0.0001
H -1.3623 -0.7683 -1.6871  0.0755
H -2.1161 0.7368 -1.9703  -0.0031
C 2.2664 0.0088 -1.0646  -0.1417
C 3.1077 1.3411 -1.2751  -0.1431
H 1.6055 0.3298 -0.1663  0.0851
H 1.5880 -0.1753 -1.7856  -0.0107
H 2.8623 -0.8276 -0.6906  0.0660
H 3.4703 1.4931 -0.2538  0.0542
H 2.6083 2.2114 -1.3457  0.0012
H 3.9905 1.2405 -2.0364  0.0981


c) DFT (ωB97M-V/def2-TZVPD) results for a 2-piece molecular cluster, C5H14S overall.

Charge: 0
Structure (SMILES): CCC.CSC
LUMO (eV): 0.96
HOMO (eV): -8.398
Kohn-Sham gap (eV): 9.35

Last column: Löwdin charge in e.
Positions of all 20 atoms, in Å:
C -0.8934 -0.2275 3.5020  -0.1322
C 0.1844 0.4490 2.6511  -0.3087
C -0.2907 0.3477 1.1942  -0.1414
H -1.8009 0.3785 3.5334  0.0748
H -0.9815 -1.2241 3.0957  0.0657
H -0.7226 -0.3729 4.5742  0.0639
H 1.1530 -0.0644 2.7297  0.0952
H 0.4703 1.4640 2.8946  0.0900
H 0.4686 -0.2877 0.6221  0.0785
H -0.4014 1.2666 0.6045  0.0602
H -1.1698 -0.2759 1.0451  0.0583
C 0.4773 -1.6588 -3.0933  -0.3846
S 0.4501 -0.0993 -4.0663  0.7087
C 0.4571 1.2216 -2.8506  -0.4742
H -0.5222 -2.0643 -3.1818  0.0181
H 1.3300 -2.2119 -3.4697  0.0258
H 0.4387 -1.2404 -2.0795  0.0151
H 0.4148 2.1745 -3.3824  0.0277
H 1.3193 1.1404 -2.1882  0.0289
H -0.3812 1.2849 -2.1350  0.0301


Tell me which of them is the most stable. Sure, it is c).


a) DFT (ωB97M-V/def2-TZVPD) results for a 2-piece molecular cluster, C5H14S overall.

Charge: 0
Structure (SMILES): CCC.CSC
LUMO (eV): 0.93
HOMO (eV): -8.448
Kohn-Sham gap (eV): 9.38

Last column: Löwdin charge in e.
Positions of all 20 atoms, in Å:
C 3.2766 -0.6313 0.3623  -0.1368
C 1.8439 -0.6484 0.8019  -0.2956
C 1.1732 -2.0087 0.2106  -0.1205
H 3.8690 -0.7568 1.1926  0.0354
H 3.5724 -1.3745 -0.4062  0.0832
H 3.5091 0.3645 -0.0266  0.0718
H 1.1951 0.1392 0.6424  0.0549
H 1.7973 -0.8257 1.8889  0.0941
H 0.3587 -2.2248 0.9274  0.0492
H 1.8251 -2.9045 0.2762  0.0608
H 0.8368 -1.6762 -0.8853  0.1064
C -2.5968 2.8035 -0.9543  -0.4167
S -3.4570 1.2111 -1.3003  0.6685
C -2.4623 0.0791 -0.1709  -0.3934
H -1.9289 2.5981 0.0360  0.0902
H -2.0824 3.0511 -1.8149  -0.0287
H -3.6109 3.3314 -0.7915  0.0327
H -2.9448 -0.9532 -0.3637  0.0607
H -2.6894 0.4072 0.8245  0.0167
H -1.4846 0.0189 -0.4491  -0.0327


b) DFT (ωB97M-V/def2-TZVPD) results for a 2-piece molecular cluster, C5H14S overall.

Charge: 0
Structure (SMILES): CCSC.CC
LUMO (eV): 1.03
HOMO (eV): -8.462
Kohn-Sham gap (eV): 9.49

Last column: Löwdin charge in e.
Positions of all 20 atoms, in Å:
C -0.9846 -1.6593 -0.9632  -0.1618
C -0.8216 -0.1628 -0.5926  -0.5013
S -1.0794 0.0419 1.2432  0.7367
C -2.8288 -0.4746 1.3086  -0.4119
H -1.6788 -1.7467 -1.7959  0.0662
H -1.2358 -2.3328 -0.1540  0.0510
H -0.0259 -2.0072 -1.3631  0.0639
H 0.0626 0.3215 -0.9832  0.0348
H -1.6894 0.3594 -0.9990  0.0493
H -2.9411 -1.5517 1.3572  0.0267
H -3.2480 0.0265 2.1740  0.0221
H -3.3276 -0.0710 0.4307  0.0326
C 2.2573 1.8368 -0.2540  -0.1707
C 2.6742 0.4616 0.2617  -0.1740
H 3.1445 2.4063 -0.5306  0.0595
H 1.5546 1.9029 -1.0797  0.0473
H 1.7976 2.3677 0.5842  0.0678
H 2.8654 -0.3349 -0.4534  0.0606
H 1.9321 0.0252 0.9421  0.0380
H 3.5727 0.5912 0.8671  0.0632


c) DFT (ωB97M-V/def2-TZVPD) results for a 2-piece molecular cluster, C5H14S overall.

Charge: 0
Structure (SMILES): CCC.CSC
LUMO (eV): 0.98
HOMO (eV): -8.495
Kohn-Sham gap (eV): 9.48

Last column: Löwdin charge in e.
Positions of all 20 atoms, in Å:
C -1.2175 0.9987 -1.1760  -0.1308
C -2.4785 1.4312 -1.9234  -0.3216
C -2.8277 0.4903 -3.0814  -0.1246
H -1.2156 -0.0943 -1.0414  0.0685
H -1.2508 1.3541 -0.1581  0.0570
H -0.3111 1.1472 -1.7399  0.0653
H -3.2862 1.7146 -1.2529  0.0956
H -2.2867 2.4015 -2.4032  0.0936
H -1.9567 0.2668 -3.6846  0.0726
H -3.4169 -0.3653 -2.7390  0.0712
H -3.5795 0.9706 -3.6765  0.0517
C 0.8819 -0.4315 2.7990  -0.4382
S 1.5014 -1.2791 1.3455  0.7286
C 2.7352 -0.1775 0.6603  -0.4508
H 1.7000 -0.0556 3.3543  0.0125
H 0.2129 0.3986 2.5792  0.0302
H 0.4003 -1.1467 3.4611  0.0310
H 3.0440 -0.7140 -0.2381  0.0223
H 3.6074 -0.0817 1.3071  0.0314
H 2.4230 0.8155 0.3431  0.0344


Tell me which of them is the most stable. Sure, it is b).